Density functional theory data (ωB97M-V/def2-TZVPD) for C3H6S2 in the gas phase in a non-equilibrium geometry.

As for the SMILES: CSC(C)=S. The largest force on an atom comes out at 0.06410 hartree/bohr. The value obtained for the relative energy (zero: lowest compared OMol25 entry of this formula, charge and spin) is 15.8 kcal/mol. The total energy comes out at -24878.021 eV. As for the spin multiplicity: 1. For the HOMO energy, the calculation gives -8.6 eV.

Cartesian coordinates (Å):
C  -1.875784  0.853496  0.008923
C  0.819476  0.096698  -0.026080
C  1.664261  -1.186981  0.016924
H  -2.018951  1.074441  1.083268
H  -1.433782  1.774340  -0.491308
H  -2.881351  0.652119  -0.410256
H  2.044563  -1.213780  -1.002790
H  2.382503  -1.088395  0.734418
H  1.011517  -2.053022  0.196890
S  -0.827452  -0.555205  -0.071011
S  1.114999  1.646286  -0.038977

Forces on atoms 1 to 3 (eV/Å):
C -0.7 1.7 0.2
C -2.0 -2.6 0.4
C -2.1 1.1 -2.2

Atomic partial charges in e from the natural (NBO) method, atoms 1 to 6:
1. C -0.81
2. C -0.29
3. C -0.66
4. H 0.23
5. H 0.26
6. H 0.24